Record 1
{"formula": "C13H13Cl9N2", "method": "wB97M-V/def2-TZVPD", "lumo_ev": 0.479, "smiles": "ClC(Cl)Cl.ClC(Cl)Cl.ClC(Cl)Cl.c1ccncc1.c1ccncc1", "e_above_lowest_kj_mol": 0.0, "spin_multiplicity": 1, "homo_ev": -9.6, "gap_ev": 10.1, "e_tot_ev": -129373.1726, "elements": ["C", "H", "Cl", "H", "H", "H", "H", "Cl", "Cl", "N", "Cl", "C", "C", "C", "C", "H", "H", "C", "C", "C", "Cl", "C", "Cl", "H", "N", "C", "Cl", "C", "H", "H", "H", "H", "Cl", "C", "H", "Cl", "C"], "positions_angstrom": [[13.55403, 18.39113, -5.16709], [14.20255, 17.02941, -2.33931], [14.64237, 15.01973, -1.26972], [15.04903, 11.63307, 1.99340], [13.73088, 17.41026, -4.74722], [19.57173, 17.20183, -5.41317], [16.22065, 15.34584, -3.51447], [13.65046, 19.48374, -3.76645], [14.69920, 18.80379, -6.44285], [15.24082, 10.51799, -1.20463], [17.99406, 17.72046, 3.37597], [13.77598, 16.56308, -1.45961], [15.03813, 11.34299, -0.16561], [15.17759, 10.96755, 1.15177], [15.47815, 9.63003, 1.40122], [18.11968, 15.15415, -4.97980], [16.02229, 8.71575, -1.81485], [15.71846, 9.29660, -0.95534], [15.75313, 8.79232, 0.34555], [18.19982, 18.47869, -4.35827], [11.87070, 18.38368, -5.75865], [16.92832, 17.34192, 2.02690], [16.05989, 15.81574, 2.20798], [16.04259, 7.75941, 0.49659], [16.33708, 17.40687, -3.25773], [16.73645, 16.25565, -3.79989], [17.86005, 17.29554, 0.48742], [18.66535, 17.25278, -4.82406], [16.65370, 19.45107, -3.28998], [16.19557, 18.12874, 1.92231], [14.57457, 12.26238, -0.50651], [18.68769, 19.40013, -4.64047], [12.04030, 16.22911, -1.71506], [17.88545, 16.13583, -4.59120], [15.51055, 9.27373, 2.42280], [14.02540, 17.60910, -0.07620], [17.03007, 18.48478, -3.61057]], "forces_ev_per_angstrom": [[-0.7, 0.2, 0.4], [0.0, 0.2, 0.1], [-0.1, 0.2, 0.1], [-0.2, 0.2, -0.2], [0.3, -0.1, -0.4], [0.0, -0.1, 0.0], [-0.3, 0.2, -0.1], [0.1, 0.1, -0.2], [-0.2, -0.2, 0.4], [0.9, -0.1, 0.1], [-0.2, -0.1, 0.0], [-0.2, -0.6, -0.1], [-1.0, -0.3, -1.1], [0.2, -0.5, 0.4], [0.1, 0.4, 0.2], [0.2, 0.1, 0.0], [-0.1, -0.2, 0.0], [-0.7, 0.6, 0.6], [0.5, -0.5, -0.6], [-0.2, -0.6, -0.2], [0.4, 0.0, -0.1], [0.3, -0.2, -0.8], [0.2, 0.1, 0.3], [0.0, 0.0, 0.1], [-0.2, -0.3, -0.5], [1.0, -0.1, 0.2], [-0.3, 0.1, 0.5], [-0.3, 0.3, -0.3], [-0.1, -0.1, 0.2], [0.0, 0.1, 0.1], [0.3, 0.4, 0.6], [0.1, 0.1, 0.2], [0.4, 0.2, 0.0], [-0.5, -0.2, 0.4], [0.1, -0.1, 0.0], [-0.1, 0.1, 0.0], [0.3, 0.8, 0.0]], "nbo_charge": [-0.273, 0.253, -0.004, 0.223, 0.227, 0.220, 0.204, 0.006, 0.035, -0.418, 0.028, -0.277, 0.021, -0.257, -0.170, 0.223, 0.194, 0.037, -0.263, -0.247, 0.011, -0.273, 0.023, 0.217, -0.462, 0.032, -0.004, -0.165, 0.198, 0.225, 0.199, 0.223, 0.003, -0.258, 0.217, 0.017, 0.037]}

=====

Record 2
{"formula": "C13H13FeN2O9", "method": "wB97M-V/def2-TZVPD", "lumo_ev": [-1.066, -1.507], "e_above_lowest_kj_mol": 44.3, "spin_multiplicity": 6, "homo_ev": [-9.3, -9.4], "s2": 8.7593, "gap_ev": [8.2, 7.9], "e_tot_ev": -69486.0745, "elements": ["C", "H", "H", "H", "C", "H", "C", "Fe", "O", "H", "O", "H", "C", "O", "N", "O", "C", "C", "C", "C", "H", "H", "C", "C", "C", "H", "O", "H", "H", "O", "C", "O", "H", "C", "O", "N", "H", "O"], "positions_angstrom": [[-1.53988, 1.88691, 1.64296], [0.59451, -0.81067, -7.40572], [0.87378, -1.01195, -4.91864], [1.09930, -1.67013, 2.62195], [-0.45500, -2.28143, 1.30174], [-2.71046, 1.23554, -4.33875], [-2.16268, 0.89314, -6.38745], [-0.39258, -0.11257, -0.64966], [-2.34228, 1.04333, -9.07495], [-1.35958, 0.94862, 3.53824], [-0.91911, -1.63384, 0.24855], [-3.00194, 1.41156, -6.82524], [-1.27140, 0.65920, 2.47940], [1.22880, 0.69749, -0.22574], [-1.38439, 0.41854, -8.67101], [-0.45494, -3.47764, 1.41052], [-0.73092, -0.00517, -3.03490], [-1.21398, 0.30784, -7.20564], [-0.11482, -0.37571, -6.71847], [1.16718, 0.85242, 2.14650], [1.15254, 1.62892, 2.91882], [-2.53200, 2.27646, 1.87441], [-0.90305, 0.10387, -4.50372], [0.03530, -0.48096, -5.34648], [-1.99743, 0.78989, -5.01742], [-2.06777, -0.06103, 2.27687], [-1.46985, 0.65834, -2.23902], [-0.49204, -1.65683, 3.32868], [2.03944, 0.22577, 2.34078], [1.66941, 2.69439, 0.67070], [0.06710, -1.37667, 2.42846], [0.15200, -0.75276, -2.53420], [-0.79739, 2.66992, 1.81116], [1.39307, 1.52532, 0.78572], [-0.50322, -0.03260, -9.37099], [-0.01527, 0.03202, 2.15700], [-1.41766, 2.27386, -0.31059], [-1.50256, 1.49731, 0.25693]], "forces_ev_per_angstrom": [[0.1, 0.1, 0.0], [0.0, 0.0, 0.0], [0.0, 0.0, 0.0], [0.0, 0.0, -0.1], [0.0, 0.1, 0.0], [0.0, 0.0, 0.0], [0.0, 0.0, 0.0], [0.2, 0.0, 0.6], [-0.2, -0.2, 0.0], [0.1, 0.0, 0.0], [-0.1, 0.0, -0.5], [0.0, 0.0, 0.0], [-0.2, 0.0, 0.1], [0.0, 0.0, -0.3], [0.4, 0.7, 0.0], [0.0, 0.1, 0.1], [0.0, 0.0, -0.1], [-0.1, -0.2, 0.0], [0.0, 0.0, 0.0], [0.2, 0.1, 0.3], [0.0, 0.0, 0.0], [0.0, 0.0, 0.0], [0.0, 0.0, 0.0], [0.0, 0.0, 0.0], [0.0, 0.0, 0.0], [0.0, 0.0, 0.0], [0.0, 0.0, 0.1], [0.0, 0.0, 0.0], [0.0, 0.0, 0.0], [0.0, -0.1, 0.1], [0.1, -0.2, 0.3], [0.1, -0.1, 0.1], [0.0, 0.0, 0.0], [-0.1, 0.1, 0.1], [-0.1, -0.3, 0.0], [-0.1, 0.0, -0.6], [-0.1, 0.0, 0.0], [-0.1, 0.0, -0.1]], "nbo_charge": [-0.080, 0.257, 0.246, 0.235, 0.780, 0.240, -0.203, 1.943, -0.367, 0.193, -0.833, 0.256, -0.234, -0.824, 0.529, -0.572, 0.755, 0.049, -0.201, -0.333, 0.208, 0.197, -0.096, -0.159, -0.164, 0.220, -0.758, 0.218, 0.233, -0.592, -0.331, -0.701, 0.201, 0.775, -0.365, -0.476, 0.519, -0.767]}

=====

Record 3
{"formula": "C13H13N2", "method": "wB97M-V/def2-TZVPD", "lumo_ev": [-5.908, -5.907], "e_above_lowest_kj_mol": 496.1, "total_charge": 1, "spin_multiplicity": 1, "homo_ev": [-12.6, -12.6], "gap_ev": [6.7, 6.7], "e_tot_ev": -16659.6528, "elements": ["H", "H", "H", "C", "C", "H", "H", "C", "H", "N", "C", "H", "C", "C", "C", "H", "N", "H", "C", "H", "C", "H", "C", "H", "C", "H", "C", "C"], "positions_angstrom": [[1.65723, 1.00448, 1.68010], [0.58777, -4.97180, 0.24148], [-1.87797, -0.18644, 1.22449], [-0.46348, 0.06739, -1.73054], [-1.13766, 0.44852, 1.54906], [-0.01298, -2.90728, 1.60371], [-0.52399, -4.40535, -2.02781], [-0.04966, 0.84099, 0.56856], [-0.71182, -0.01079, 2.44840], [-0.48606, -2.36321, -1.83605], [-0.20043, -1.26540, -1.16381], [1.71238, -2.73922, 1.02155], [0.55747, -2.73203, 0.74545], [-0.17638, 2.46899, -1.45693], [-0.79849, 1.42700, -3.58688], [-0.90267, 1.42296, -4.66907], [-0.69616, 0.20259, -3.00717], [-0.04005, 3.46767, -1.04168], [-0.10818, -3.62082, -1.40862], [-0.38178, 3.52213, -3.32522], [0.26007, -1.40791, 0.16643], [1.62050, 2.11742, 0.39992], [-0.47937, 2.57064, -2.83019], [0.68381, 2.48391, 1.66289], [1.06523, 1.66283, 1.10598], [-1.82718, 1.24598, 1.82399], [-0.35385, 1.20273, -0.83771], [0.39854, -3.92459, -0.14044]], "forces_ev_per_angstrom": [[0.9, -0.2, 1.1], [-0.2, 1.4, -0.6], [-1.2, -2.1, -1.5], [-0.5, 2.1, 0.8], [0.9, 1.2, 1.0], [-0.6, -0.1, 2.0], [0.6, -0.1, -0.3], [-1.1, -0.6, -0.2], [0.0, 0.4, -0.1], [0.3, -1.0, -0.2], [0.5, -1.4, 1.2], [-2.0, 0.3, 0.0], [2.5, 0.1, -2.0], [-1.6, -0.4, -1.0], [1.3, -0.7, 1.6], [-0.4, 0.2, 0.3], [-0.3, 0.4, -1.4], [0.3, -0.7, 0.9], [-0.8, -0.2, 1.3], [-0.1, 0.2, 0.0], [0.4, 2.5, -0.8], [2.0, 1.0, -2.7], [0.1, -1.1, -0.1], [-0.6, 0.4, 1.1], [-1.5, -1.8, 1.4], [0.7, 1.0, 0.3], [0.9, -1.4, -0.8], [-0.7, 0.8, -1.3]], "nbo_charge": [0.249, 0.263, 0.232, 0.169, -0.689, 0.312, 0.234, 0.354, 0.232, -0.196, 0.017, 0.352, -0.640, -0.156, 0.065, 0.226, -0.364, 0.247, -0.044, 0.238, 0.260, 0.229, -0.213, 0.256, -0.694, 0.251, -0.150, -0.039]}